Below is an isolated molecule of CH2O3S in a non-equilibrium geometry, with properties calculated with ωB97M-V/def2-TZVPD.

E	-18042.740	eV
2S+1	1
energy relative to the best compared isomer or geometry (same formula, charge and spin)	300.40	kJ/mol
LUMO energy	-0.6	eV
maximum force	2.78	eV/A
highest occupied orbital energy	-9.645	eV

Positions of all 7 atoms, in Å:
C: -0.307 0.074 -0.953
O: 0.887 1.487 0.826
O: 0.078 -0.817 1.687
O: 0.304 -1.026 -1.258
S: -0.095 0.375 0.899
H: -1.300 0.970 1.070
H: 0.433 -1.062 -2.270